Entry 1:
C36H96O12 | ωB97M-V with the def2-TZVPD basis set

The geometry in XYZ format:
```
144
Properties=species:S:1:pos:R:3:mulliken_charge:R:1
O -2.172 -1.475 4.838 -0.677
O 2.137 -0.554 3.182 -0.652
O 1.153 1.348 0.456 0.308
O -3.245 1.237 -4.641 -0.725
O 1.034 -1.657 -0.301 0.181
O 1.031 3.143 0.093 -0.677
O -3.133 -3.899 1.962 -0.692
O 0.581 0.653 -6.042 -0.526
O 1.663 3.160 4.573 -0.620
O -5.001 1.515 1.027 -0.580
O -0.301 -0.225 -4.407 -0.692
O 1.577 -0.624 1.422 0.027
C -1.755 2.125 -2.975 -1.403
C -4.659 0.222 0.416 -0.711
C -1.005 -4.843 1.467 -1.216
C 3.104 1.194 1.579 -1.529
C -0.695 -0.051 1.013 1.124
C 1.110 -2.961 0.247 2.833
C 1.076 -1.211 5.236 -2.039
C 0.333 -2.067 2.994 -0.897
C -3.216 0.247 -0.084 0.423
C 0.497 -3.900 -0.830 -2.008
C 0.913 -0.882 3.780 1.203
C 1.272 3.206 3.246 -0.595
C -0.236 2.836 -5.686 -1.050
C 2.580 -3.293 0.497 -2.504
C 2.655 1.939 -1.378 -0.985
C 1.750 3.206 -1.152 0.536
C -1.700 0.831 4.660 -2.298
C -2.190 0.940 -3.807 0.667
C 2.911 -0.281 1.192 -0.573
C -0.123 0.975 0.000 -1.276
C -2.675 -0.453 2.658 -0.031
C -2.056 -3.794 1.082 -0.691
C 3.297 -0.537 -0.253 -0.510
C 2.493 3.394 2.354 -1.699
C -4.905 -0.883 1.406 -1.997
C 0.164 0.253 -1.368 -0.801
C 0.595 -1.868 -3.051 -0.533
C 1.210 1.556 -3.942 -0.675
C 0.954 -0.800 -4.095 1.433
C 2.717 4.451 -1.142 -1.625
C 0.893 1.879 -5.409 -0.073
C 0.473 1.934 2.937 0.616
C -2.655 -0.273 4.206 -0.430
C 1.577 -1.499 -5.260 -1.947
C -2.579 -0.248 -3.001 -1.303
C -1.508 -2.396 1.100 2.148
H 1.482 2.488 -3.448 0.675
H 0.055 1.888 1.931 0.010
H -2.436 0.499 0.635 0.365
H -5.340 0.080 -0.423 0.579
H 4.135 1.544 1.534 0.360
H 2.399 0.197 3.719 0.553
H 0.279 -0.015 3.594 -1.104
H 0.191 -1.653 5.695 0.269
H 0.465 0.973 -2.129 -0.061
H 0.530 -4.884 -0.361 0.730
H -1.560 0.728 5.736 0.512
H 1.057 1.027 3.096 -0.878
H -3.241 0.385 2.251 0.906
H -1.106 2.452 -5.153 -0.013
H -3.621 -0.179 -2.688 0.557
H 2.873 4.407 2.484 0.582
H -0.040 3.792 -5.202 0.330
H -4.494 -1.852 1.123 0.322
H -5.114 2.087 0.265 0.394
H -1.971 -0.415 -2.112 0.015
H 0.914 -0.538 -1.359 0.886
H 3.482 -0.964 1.822 1.140
H -0.395 1.935 3.596 -0.330
H 0.011 -1.447 -2.233 0.414
H -2.988 -3.402 2.771 0.402
H 1.011 3.281 -1.950 0.859
H 0.307 1.249 -3.414 -0.238
H 0.878 -2.989 3.199 0.753
H 0.384 -1.945 1.912 -0.158
H -4.373 -0.679 2.335 0.628
H -3.163 -1.357 2.294 0.129
H -1.474 2.936 -3.647 0.482
H 3.075 -1.586 -0.448 -0.941
H -2.452 -3.936 0.076 0.670
H -1.731 -0.343 2.123 0.358
H 2.802 1.410 2.604 0.624
H 2.626 0.084 -0.847 0.219
H -0.059 -2.610 -3.509 0.734
H 2.404 -2.131 -4.935 0.390
H 1.839 -1.986 5.316 0.517
H 0.904 -2.111 -5.862 0.329
H 0.879 2.204 0.222 1.288
H -0.098 -4.838 0.863 0.160
H 3.505 4.309 -1.882 0.300
H 1.435 -0.742 2.364 0.344
H 2.158 5.366 -1.339 0.423
H -0.561 -3.767 -1.056 0.085
H 2.051 1.040 -1.507 -0.254
H -2.909 -0.745 -0.418 -0.290
H -2.132 1.819 4.495 0.299
H 1.490 -2.316 -2.619 0.253
H -3.104 2.068 -5.100 0.420
H 3.388 1.996 -2.183 0.444
H -0.457 2.999 -6.741 0.498
H 1.577 0.552 0.785 -0.983
H -0.718 0.370 2.018 0.615
H -0.647 -2.210 0.459 0.497
H 3.107 4.574 -0.131 0.289
H 2.091 -0.908 -6.018 0.461
H 4.330 -0.268 -0.473 0.352
H 1.453 -0.390 5.846 0.421
H 2.119 3.247 1.341 0.461
H 0.533 4.006 3.213 0.771
H -0.922 1.840 -2.332 0.413
H 3.264 2.631 2.461 0.546
H -0.713 -2.216 3.263 0.507
H -1.296 -5.890 1.557 0.443
H 1.822 2.336 -5.749 0.496
H -0.800 1.821 -0.118 0.436
H 3.172 1.812 -0.427 1.068
H -0.696 0.817 4.238 1.698
H 1.827 4.073 4.822 0.480
H 3.141 -3.181 -0.431 0.471
H -2.547 2.466 -2.308 0.609
H -2.244 -1.668 0.761 0.941
H -2.548 -1.165 -3.591 0.635
H 1.085 -3.948 -1.747 0.740
H -3.192 0.870 -0.977 0.614
H -0.734 -0.262 -1.710 -0.708
H 1.429 -1.107 0.380 -0.442
H -1.755 -0.242 0.845 -2.382
H -0.126 0.451 -5.065 -0.122
H 2.059 0.897 -3.762 0.392
H -0.144 -0.991 0.999 -0.705
H -5.979 -0.874 1.591 0.592
H -0.610 -4.656 2.466 0.214
H 3.023 -2.725 1.316 0.190
H -2.024 -1.276 5.765 0.438
H -3.660 -0.095 4.590 0.594
H 0.531 -3.012 1.169 -0.851
H 2.547 1.877 0.938 -0.358
H -1.366 0.669 -4.467 0.730
H 1.677 -0.096 -3.683 -1.109
H -1.192 -2.054 2.086 -1.611
H 2.648 -4.355 0.731 0.503
H 0.348 0.898 -6.940 0.453
```

LUMO level: 0.39 eV
E_tot: -63415.62390 eV
Strongest force on any atom: 15.50 eV/A

***

Entry 2:
C36H96O12 | ωB97M-V with the def2-TZVPD basis set

The geometry in XYZ format:
```
144
Properties=species:S:1:pos:R:3:mulliken_charge:R:1
O 4.863 -5.700 1.367 -0.605
O 3.502 1.639 4.826 -0.614
O -4.951 2.034 2.672 -0.697
O -1.625 -1.314 -0.505 -0.253
O 1.133 -2.559 -4.227 -0.417
O -2.655 0.521 3.138 1.105
O -0.089 4.005 -1.806 -0.293
O -0.475 -3.431 -1.991 -0.250
O -2.323 3.995 -3.540 -0.478
O 1.107 4.710 0.738 -0.652
O -2.153 -2.134 2.276 -0.146
O 5.234 2.911 -1.518 -0.494
C -5.792 -0.173 2.301 -1.017
C -0.181 5.002 1.220 0.748
C 1.179 3.727 -2.409 1.712
C 1.975 4.943 -2.708 -2.007
C 5.304 1.657 -1.116 0.166
C -2.539 1.910 5.020 -1.886
C 2.370 -1.851 -2.556 -0.285
C -0.363 -5.828 -1.775 -1.184
C 2.847 -1.256 -5.027 -1.382
C 3.129 -5.312 -0.308 -0.700
C -4.707 1.224 0.465 -0.932
C -4.294 2.716 -3.633 -1.307
C 2.092 0.437 6.294 -1.421
C -1.806 -0.488 5.125 -1.443
C -3.058 3.531 -5.692 -1.612
C 3.865 1.216 -0.757 -0.630
C -0.165 6.400 1.919 -1.546
C -2.924 2.970 -4.309 0.699
C 0.615 -0.885 0.460 0.888
C 3.558 -5.202 1.187 0.295
C -0.475 -0.483 -0.616 1.245
C -1.202 -4.606 -2.237 0.464
C -5.545 1.212 1.724 0.295
C -2.189 -3.559 2.541 0.515
C 5.804 0.851 -2.284 -1.232
C -1.070 -4.275 1.839 -1.007
C -1.875 0.780 4.312 1.512
C -0.886 0.988 -0.728 -0.305
C 2.230 1.030 4.896 0.866
C -3.590 -3.928 2.141 -1.446
C -0.570 3.844 2.092 -0.415
C 1.032 2.909 -3.637 -1.306
C 2.419 -2.373 -4.016 0.444
C 2.104 0.013 3.706 -0.207
C -1.461 -4.677 -3.732 -1.482
C 3.446 -3.792 1.770 -0.733
H 3.475 -6.213 -0.814 0.441
H 1.465 5.650 -3.363 0.402
H 2.405 -3.521 1.949 0.041
H -0.863 5.058 0.372 0.154
H -3.639 4.450 -5.769 0.406
H -1.797 2.382 5.663 0.417
H -2.824 -0.766 5.398 0.356
H 0.661 -1.969 0.353 -0.176
H -4.639 1.775 -4.062 0.387
H -2.805 2.684 4.300 0.316
H -3.799 -3.611 1.119 0.276
H 0.482 -5.919 -2.457 0.318
H -1.400 -2.048 -1.081 0.289
H -0.015 3.760 3.027 0.237
H 2.048 -5.391 -0.419 -0.182
H 1.533 1.868 4.871 -0.087
H -1.625 3.968 2.338 0.307
H 3.407 -4.490 -0.966 0.285
H -5.335 0.843 -0.341 0.474
H 2.217 -0.381 -4.862 0.242
H -1.203 6.669 2.115 0.372
H 1.860 -2.529 -1.871 -0.116
H 3.379 -1.678 -2.183 0.600
H 0.989 -2.921 -5.105 0.307
H -1.202 -1.251 4.633 0.111
H -1.333 -0.336 6.095 0.395
H -0.762 4.074 -2.488 0.141
H -6.537 1.601 1.492 0.471
H -6.538 -0.192 3.096 0.364
H -4.304 -3.449 2.811 0.317
H -2.264 -0.204 2.645 -0.471
H -2.109 -2.072 1.319 -0.124
H -6.267 -0.754 1.510 0.392
H -2.042 3.733 -6.031 0.401
H -1.321 -5.327 1.968 0.521
H -1.825 -3.707 -4.071 0.383
H 1.600 -0.454 0.277 -0.039
H 0.453 3.338 -4.455 0.435
H 0.249 -0.629 1.454 -0.615
H 4.047 -3.821 2.678 0.415
H 3.459 1.881 0.005 0.310
H -4.848 -0.640 2.583 -0.074
H 2.819 -1.677 -6.032 0.480
H 3.880 -3.047 1.103 0.166
H 0.266 -3.344 -2.594 -0.085
H 2.116 5.604 -1.853 0.281
H 3.884 -0.962 -4.868 0.317
H -0.928 -4.129 0.768 -0.243
H 3.552 2.289 4.121 0.319
H 1.764 3.179 -1.670 -0.289
H 5.923 1.468 -0.239 0.400
H -0.897 1.140 3.992 -0.187
H -3.497 2.747 -6.309 0.419
H -0.385 2.907 1.568 -0.303
H 2.112 1.203 7.069 0.417
H -2.308 2.074 -4.233 0.273
H 2.775 -0.363 6.579 0.356
H 2.814 -0.810 3.775 0.349
H 3.990 0.257 -0.256 0.376
H 1.952 2.673 -4.173 0.464
H 4.987 0.535 -2.933 0.121
H 2.910 -5.835 1.793 0.255
H -3.767 0.676 0.514 -0.037
H 1.067 0.124 6.493 0.209
H 2.908 4.617 -3.168 0.426
H -2.652 4.824 -3.894 0.219
H -0.057 1.689 -0.820 -0.110
H 1.097 -0.393 3.607 -0.234
H -0.074 -4.180 2.272 0.235
H 5.611 3.468 -0.833 0.333
H -3.838 -4.978 2.298 0.464
H -2.008 -3.732 3.602 0.474
H 6.173 -0.145 -2.040 0.356
H -0.074 -5.612 -0.746 0.060
H -4.398 2.248 0.254 0.266
H 3.039 -3.257 -4.166 0.303
H 5.417 -5.358 0.661 0.351
H -3.423 1.593 5.574 0.413
H -1.051 -6.673 -1.752 0.482
H 0.945 4.214 -0.068 0.136
H -4.090 1.614 2.736 0.112
H 0.357 6.317 2.872 0.335
H 0.030 -0.827 -1.519 -0.566
H 0.260 7.223 1.345 0.401
H -4.254 2.621 -2.548 0.246
H 3.183 1.086 -1.598 -0.062
H -2.142 -5.455 -4.076 0.404
H 1.901 -0.867 -2.530 -0.493
H 2.259 0.544 2.767 0.078
H -0.555 -4.798 -4.327 0.234
H -1.292 1.333 0.223 -0.373
H -1.599 1.159 -1.534 0.287
H 6.588 1.302 -2.892 0.367
H 0.504 1.972 -3.462 0.120
H -2.083 -4.589 -1.596 0.384
H -4.985 3.519 -3.889 0.325
```

Structure (SMILES): CC(C)O.CC(C)O.CC(C)O.CC(C)O.CC(C)O.CC(C)O.CC(C)O.CC(C)O.CC(C)O.CC(C)O.CC(C)O.CC(C)O
LUMO level: 0.19 eV
E_tot: -63456.75593 eV
Strongest force on any atom: 5.47 eV/A

***

Entry 3:
C36H96O36S12 | ωB97M-V with the def2-TZVPD basis set

The geometry in XYZ format:
```
180
Properties=species:S:1:pos:R:3:mulliken_charge:R:1
S -4.510 3.520 3.512 1.365
S -6.561 0.875 -1.345 1.124
S 2.911 -3.029 1.366 0.721
S 2.238 4.708 6.818 0.915
S 3.808 -4.811 -5.839 1.210
S -3.416 -4.020 -3.648 1.198
S 3.715 0.796 -3.511 0.794
S -1.349 -0.586 -0.152 0.375
S -1.544 0.571 -5.975 0.945
S -2.391 -4.771 3.695 1.225
S 4.797 1.717 2.359 1.104
S 1.084 4.144 -1.139 1.087
O 1.166 3.453 6.785 -0.327
O 2.567 -1.690 0.796 -0.108
O -0.146 -0.740 0.943 0.203
O -7.115 1.912 -2.186 -0.626
O 1.740 5.580 -0.541 -0.426
O 4.256 -3.280 1.890 -0.698
O -7.711 0.517 -0.110 -0.391
O 1.608 5.908 7.334 -0.570
O -4.258 -5.239 -3.487 -0.683
O -3.054 3.938 4.208 -0.414
O -1.182 -4.251 4.332 -0.622
O -4.842 2.130 3.888 -0.617
O 2.991 4.673 5.498 -0.436
O 5.088 -4.645 -5.112 -0.629
O -2.302 -5.417 2.420 -0.556
O -3.484 -3.537 3.701 -0.294
O -1.953 0.751 -0.002 -0.279
O 2.406 0.334 -3.067 -0.238
O 0.792 4.217 -2.594 -0.611
O -2.322 0.296 -4.751 -0.278
O -0.111 0.363 -6.110 -0.577
O -3.178 -3.554 -4.999 -0.534
O 3.553 2.497 2.252 -0.288
O -1.937 -4.351 -3.039 -0.190
O -6.366 -0.451 -1.971 -0.543
O -2.325 -0.045 -7.268 -0.260
O -2.231 -1.744 -0.099 -0.108
O 2.447 -4.402 0.435 -0.001
O 3.000 -6.023 -5.728 -0.611
O -4.408 3.927 2.079 -0.614
O 3.946 2.136 -4.063 -0.667
O 4.292 -0.336 -4.493 -0.065
O 5.790 2.644 3.278 -0.352
O 5.512 1.150 1.200 -0.715
O 0.014 3.683 -0.203 -0.496
O 2.831 -3.504 -5.567 -0.157
C 3.399 6.264 0.973 -1.283
C 2.558 3.137 -0.882 0.434
C 5.084 0.041 -5.659 -0.384
C -1.841 -5.156 -1.882 -0.750
C 2.716 -6.553 -0.468 -1.126
C 3.436 4.119 8.070 -1.152
C -3.689 -2.820 2.531 0.453
C 4.542 0.498 3.665 -0.410
C 1.574 2.144 6.423 0.439
C 0.302 1.315 6.534 -1.447
C -4.306 -1.433 2.744 -0.870
C 0.879 -3.390 -4.205 -0.326
C -0.563 -4.764 -1.142 -0.567
C 5.605 4.074 3.339 0.954
C -0.708 4.182 3.996 -0.950
C 5.208 -1.193 -6.547 -1.020
C -1.912 3.446 3.493 0.042
C -3.759 0.142 -7.333 -0.259
C -0.466 -0.609 -1.788 -0.465
C -3.989 -2.640 -2.553 -0.670
C -4.361 -1.178 -7.025 -0.872
C -5.158 1.510 -0.336 -0.239
C 4.893 0.527 -2.147 -0.997
C 3.100 -5.658 0.661 -0.232
C 2.410 -3.204 -4.234 0.265
C 0.583 0.967 2.403 0.520
C -8.271 1.701 0.445 -0.140
C -5.589 4.751 4.422 -1.059
C 1.993 5.722 0.904 0.478
C 4.111 -4.538 -7.685 -0.955
C 6.943 4.734 3.224 -1.504
C 1.747 -3.448 2.622 -0.465
C -1.824 2.400 -6.255 -0.909
C -0.368 -0.146 2.162 -0.505
C -3.264 -5.811 4.951 -1.058
C -9.680 1.686 -0.041 -1.278
H 2.029 -2.960 3.555 0.407
H 5.806 -1.890 -5.959 0.301
H 3.453 7.232 0.476 0.420
H -5.434 -1.133 -7.208 0.406
H -4.250 -3.436 1.828 0.317
H 4.121 -0.415 3.245 0.020
H -3.216 -6.877 4.733 0.365
H 3.299 -6.352 -1.367 0.300
H -0.699 5.216 3.653 0.439
H -9.781 1.838 -1.116 0.275
H -5.202 5.749 4.215 0.329
H 5.805 -1.007 -7.440 0.429
H 0.423 -2.774 -4.980 0.374
H -0.034 0.392 -1.778 0.277
H -2.729 -5.035 -1.261 0.481
H 4.033 5.549 0.449 0.264
H -4.276 -2.997 -1.564 0.351
H -1.215 2.872 -5.485 0.295
H 3.293 3.538 -1.580 0.458
H -3.974 -1.984 -7.649 0.293
H 7.731 4.406 3.901 0.359
H 2.257 2.155 -1.247 -0.269
H -0.742 -5.302 -0.211 0.639
H 3.684 6.416 2.015 0.289
H 4.334 -5.493 -8.160 0.422
H -7.751 2.627 0.200 0.331
H 1.663 -6.568 -0.750 0.165
H -1.822 -6.204 -2.179 0.247
H -8.239 1.598 1.530 0.339
H -2.901 2.564 -6.215 0.277
H -10.372 2.364 0.459 0.385
H 5.505 0.381 4.162 0.475
H 7.400 4.459 2.274 0.352
H 0.512 0.245 6.533 0.430
H 0.813 -3.089 2.189 -0.211
H -4.951 0.731 0.398 -0.233
H -3.239 -1.859 -2.425 -0.212
H -3.669 -0.735 3.287 0.274
H 2.709 -6.049 1.601 0.277
H 2.268 1.709 7.141 0.506
H -10.097 0.702 0.173 0.311
H 3.785 0.763 4.403 -0.016
H -5.234 -1.534 3.308 0.522
H 2.934 -3.906 -3.586 0.449
H 5.002 -3.914 -7.753 0.297
H 0.195 3.724 3.592 0.024
H 6.129 0.259 -5.439 0.254
H 4.009 5.042 8.156 0.461
H -4.055 0.386 -8.353 0.371
H 1.634 0.680 2.409 -0.069
H 2.780 3.205 0.184 -0.506
H 0.407 1.452 3.364 -0.505
H -1.434 2.815 -7.184 0.345
H 5.825 0.211 -2.615 0.474
H 4.255 -1.620 -6.859 0.193
H -0.098 -0.807 2.985 0.380
H -0.749 4.231 5.084 0.239
H 4.980 4.465 2.536 -0.277
H 4.178 -5.583 0.800 0.329
H 0.268 -5.216 -1.683 0.196
H 0.404 1.706 1.622 -0.080
H 4.889 1.409 -1.506 0.310
H 1.366 6.453 1.415 0.346
H 4.625 0.932 -6.088 0.396
H 2.593 -2.158 -3.990 -0.445
H -4.168 -1.404 -5.977 0.025
H -4.702 -1.014 1.819 -0.178
H -1.367 0.258 2.326 0.142
H -1.842 2.365 3.607 -0.072
H 0.558 -4.419 -4.365 0.437
H 4.072 3.326 7.676 0.352
H -1.117 -0.797 -2.642 0.089
H -4.331 -5.625 4.834 0.345
H -4.248 1.627 -0.925 0.329
H -6.640 4.555 4.208 0.370
H 6.853 5.817 3.314 0.379
H -5.551 4.613 5.503 0.358
H -4.794 -2.136 -3.089 0.574
H -2.725 -2.624 2.061 -0.323
H -0.455 -3.737 -0.794 -0.224
H -1.892 3.672 2.426 0.570
H 1.843 -4.533 2.670 0.321
H 3.197 -4.115 -8.101 0.294
H 2.021 2.106 5.429 -0.178
H 4.529 -0.334 -1.587 0.234
H 1.954 4.737 1.368 -0.200
H -4.180 0.953 -6.739 0.237
H 0.297 -1.385 -1.834 -0.022
H -0.094 1.459 7.539 0.451
H 2.949 -7.571 -0.156 0.422
H -0.517 1.563 5.859 0.121
H 5.085 4.400 4.240 0.039
H -3.020 -5.583 5.988 0.332
H 0.421 -3.188 -3.236 -0.560
H 2.901 4.163 9.019 0.364
H -5.456 2.442 0.143 0.347
```

Structure (SMILES): CCOS(C)(=O)=O.CCOS(C)(=O)=O.CCOS(C)(=O)=O.CCOS(C)(=O)=O.CCOS(C)(=O)=O.CCOS(C)(=O)=O.CCOS(C)(=O)=O.CCOS(C)(=O)=O.CCOS(C)(=O)=O.CCOS(C)(=O)=O.CCOS(C)(=O)=O.CCOS(C)(=O)=O
LUMO level: -0.11 eV
E_tot: -242611.06390 eV
Strongest force on any atom: 4.32 eV/A